(1)
Here is C5H4O2 as an isolated structure from the OMol25 dataset. Energies are from ωB97M-V/def2-TZVPD.

Properties
Highest occupied orbital energy ... -8.83 eV
Relative energy (zero: lowest compared OMol25 entry of this formula, charge and spin) ... 53.5 kcal per mole
DFT total energy ... -343.307117 Eh

Structure (XYZ):
```
11
C5H4O2 | the OMol25 dataset | ωB97M-V/def2-TZVPD
C -0.155 -1.140 -0.227
O 2.003 1.414 0.922
H -0.214 -2.109 -0.727
H -2.140 -0.678 -0.793
C 1.163 0.716 0.419
C -0.191 1.447 -0.285
H 1.883 -1.378 0.388
C -1.289 -0.234 -0.237
O -0.411 2.594 -0.456
H -1.677 0.084 0.721
C 1.029 -0.717 0.275
```

=====

(2)
Here is one molecule with the formula F2HNS from the OMol25 dataset. Energies are from ωB97M-V/def2-TZVPD.

Properties
Highest occupied orbital energy ... -10.70 eV
Relative energy (zero: lowest compared OMol25 entry of this formula, charge and spin) ... 66.5 kcal per mole
DFT total energy ... -653.120358 Eh

Structure (XYZ):
```
5
F2HNS | the OMol25 dataset | ωB97M-V/def2-TZVPD
F -0.889 -1.040 1.151
F -0.120 0.168 -2.045
S 0.487 -0.391 0.278
N -0.125 0.650 -0.718
H 0.647 0.613 1.334
```

=====

(3)
Here is one molecule with the formula CHNOS2 from the OMol25 dataset. Energies are from ωB97M-V/def2-TZVPD.

Properties
Highest occupied orbital energy ... -9.46 eV
Relative energy (zero: lowest compared OMol25 entry of this formula, charge and spin) ... 19.6 kcal per mole
DFT total energy ... -965.001828 Eh

Structure (XYZ):
```
6
CHNOS2 | the OMol25 dataset | ωB97M-V/def2-TZVPD
H -1.217 0.675 -1.175
O 1.352 0.738 1.296
N 0.584 -0.428 -0.703
S 1.752 -0.108 0.153
C -0.877 -0.099 -0.430
S -1.594 -0.778 0.860
```

=====

(4)
Here is one molecule with the formula C18H24N4O3 from the OMol25 dataset. Energies are from ωB97M-V/def2-TZVPD.

Properties
Highest occupied orbital energy ... -7.50 eV
SMILES ... COc1ccc(-c2ccc(NCCN3CCOCC3)nn2)cc1OC
Relative energy (zero: lowest compared OMol25 entry of this formula, charge and spin) ... 119.1 kcal per mole
DFT total energy ... -1144.973796 Eh

Structure (XYZ):
```
49
C18H24N4O3 | the OMol25 dataset | ωB97M-V/def2-TZVPD
H 0.366 1.178 -3.803
H -2.286 2.091 5.296
H -2.093 2.216 0.789
O 0.746 -1.217 5.405
H 2.179 -1.749 4.000
H 2.057 -2.720 5.490
C 2.409 1.515 -4.363
N 1.409 -0.659 -4.086
H -1.128 -2.530 -2.704
H 1.087 -2.633 -3.620
H 0.302 -1.197 2.708
H -1.085 2.481 7.272
C 0.735 -1.653 -3.285
C -1.836 1.057 -0.982
C -0.085 -0.422 4.675
C 1.143 -0.707 -5.509
H -2.394 1.285 7.496
O 2.184 1.474 -5.754
H 1.044 -1.514 -2.248
C -1.770 1.277 0.365
C -1.236 0.256 1.181
O -0.607 0.527 6.761
H -1.171 -1.822 -4.337
C -0.240 -0.484 3.306
N -1.436 -0.499 -2.779
N -0.788 -0.870 0.640
C 2.198 0.145 -6.220
C -1.701 1.368 4.750
H 2.373 2.568 -4.078
H -2.224 1.797 -1.668
H 0.143 -0.311 -5.763
H 2.001 0.196 -7.292
C -0.811 -1.682 -3.317
H 1.548 0.728 -2.541
C 1.347 0.707 -3.613
C 1.488 -2.197 4.722
H 3.403 1.104 -4.132
H 1.212 -1.740 -5.852
H -1.678 0.243 -3.416
H 0.837 -2.908 4.204
C -0.826 0.528 5.417
H -0.978 1.272 8.575
N -0.838 -1.090 -0.635
H -2.556 1.953 2.895
C -1.117 0.376 2.635
H 3.190 -0.299 -6.048
C -1.847 1.295 3.373
C -1.359 -0.183 -1.464
C -1.312 1.447 7.554
```

=====

(5)
Here is C3H10N2O as an isolated structure from the OMol25 dataset. Energies are from ωB97M-V/def2-TZVPD.

Properties
Highest occupied orbital energy ... -7.14 eV
Relative energy (zero: lowest compared OMol25 entry of this formula, charge and spin) ... 160.2 kcal per mole
DFT total energy ... -304.819368 Eh

Structure (XYZ):
```
16
C3H10N2O | the OMol25 dataset | ωB97M-V/def2-TZVPD
N -0.621 -1.276 -0.303
H 1.493 0.241 -0.343
H 1.387 1.984 1.472
C 0.507 0.688 -0.362
H -2.257 -1.887 -1.183
H -0.147 -3.159 0.136
N 0.316 -2.285 -0.115
C 0.692 2.187 0.664
H -0.199 2.700 1.017
H 0.087 1.009 -1.306
H 1.161 2.825 -0.081
C -0.416 0.290 0.658
H -1.413 0.711 0.627
H 0.867 -2.448 -0.958
O -1.441 -1.484 -1.511
H -0.017 -0.096 1.587
```

=====

(6)
Here is a 2-piece molecular cluster, C3H9NO overall from the OMol25 dataset. Energies are from ωB97M-V/def2-TZVPD.

Properties
Highest occupied orbital energy ... -10.16 eV
SMILES ... NC=O.CC
Relative energy (zero: lowest compared OMol25 entry of this formula, charge and spin) ... 12.5 kcal per mole
DFT total energy ... -249.693698 Eh

Structure (XYZ):
```
14
C3H9NO | the OMol25 dataset | ωB97M-V/def2-TZVPD
H -0.052 1.507 -2.410
H 1.291 -0.475 -3.297
H 0.046 0.781 3.054
C 0.115 0.585 -1.845
C 1.349 -0.205 -2.237
H 0.237 -0.975 3.166
H 2.280 0.338 -2.116
H 1.344 -1.166 -1.725
C -1.574 -0.348 2.595
O -2.165 -1.397 2.593
H -1.924 0.593 2.112
N -0.283 -0.149 2.936
H -0.798 0.016 -2.027
H 0.133 0.896 -0.798
```

=====

(7)
Here is C18H15AuS4Sb2 as an isolated structure from the OMol25 dataset. Energies are from ωB97M-V/def2-TZVPD.

Properties
Total charge ... -2
Highest occupied orbital energy ... -1.31 eV
DFT total energy ... -2903.933584 Eh

Structure (XYZ):
```
40
C18H15AuS4Sb2 | the OMol25 dataset | ωB97M-V/def2-TZVPD
C 3.474 0.621 -2.554
C 1.900 -0.511 3.385
C 0.975 -0.372 4.410
C 2.190 0.538 -2.029
S -5.403 -0.130 -2.898
H -0.988 0.329 4.936
Sb -0.206 1.251 -0.128
C -0.349 -3.015 -1.246
C -0.251 0.223 4.149
C -2.342 -1.990 -2.125
Au -3.266 1.694 0.801
H 2.858 -0.981 3.576
C 4.432 1.413 -1.935
H -2.574 0.094 -1.780
C 0.063 -1.791 -0.744
C 1.837 1.241 -0.878
S -4.682 -0.256 0.883
H -1.522 1.119 2.680
C 4.095 2.122 -0.790
H 0.263 -3.896 -1.088
Sb -5.725 1.012 -0.929
S -4.304 2.993 -0.970
H 1.206 -0.732 5.405
H 1.458 -0.097 -2.516
H 0.995 -1.726 -0.192
C 0.372 0.546 1.831
S -7.874 1.558 -0.383
H 5.434 1.478 -2.343
H 2.334 -0.171 1.319
C -0.544 0.682 2.871
C -1.920 -0.759 -1.630
H 2.564 2.595 0.624
H -1.885 -4.076 -2.308
C -1.555 -3.113 -1.935
H 4.834 2.744 -0.298
C 2.809 2.037 -0.274
C -0.722 -0.653 -0.934
H -3.304 -2.027 -2.622
C 1.598 -0.056 2.107
H 3.725 0.063 -3.448
```

=====

(8)
Here is C11H16Cl3NOSW as an isolated structure from the OMol25 dataset. Energies are from ωB97M-V/def2-TZVPD.

Properties
Multiplicity ... 3
Total charge ... -2
Highest occupied orbital energy (alpha / beta) ... -0.82 / -0.82 eV
Relative energy (zero: lowest compared OMol25 entry of this formula, charge and spin) ... 35.2 kcal per mole
DFT total energy ... -2404.652228 Eh

Structure (XYZ):
```
34
C11H16Cl3NOSW | the OMol25 dataset | ωB97M-V/def2-TZVPD
H -2.731 -1.683 -1.122
H 3.408 -0.078 -0.337
H -2.171 1.958 -2.173
H 1.421 0.556 2.839
C -1.538 1.094 -2.119
C 0.943 0.798 -1.269
N -0.468 -6.878 1.885
C -0.405 1.321 -1.167
C 1.669 0.514 -2.508
H 3.094 0.205 1.335
C 0.471 1.120 1.002
H 1.150 2.285 2.634
H -2.099 0.348 -1.734
C -0.693 1.554 0.242
H -2.244 2.930 0.475
C -1.308 -6.095 1.923
C 1.511 0.778 0.024
C -1.975 1.935 0.837
H 2.451 -0.247 -2.363
H -2.799 1.265 0.582
H 2.173 1.413 -2.899
H 3.475 1.583 0.284
W -0.742 -0.655 -0.201
H -1.150 0.811 -3.103
Cl -0.157 -2.174 -2.025
H 0.993 0.150 -3.308
Cl -1.423 -1.300 2.071
H -1.930 1.967 1.950
Cl 2.604 -2.815 1.123
S -2.532 -4.990 1.985
H -0.203 1.224 3.008
C 2.939 0.619 0.343
C 0.728 1.293 2.464
O -2.462 -0.805 -0.678
```

=====

(9)
Here is one molecule with the formula C5H10O from the OMol25 dataset. Energies are from ωB97M-V/def2-TZVPD.

Properties
Highest occupied orbital energy ... -9.74 eV
SMILES ... CCC1(O)CC1
Relative energy (zero: lowest compared OMol25 entry of this formula, charge and spin) ... 23.9 kcal per mole
DFT total energy ... -271.714565 Eh

Structure (XYZ):
```
16
C5H10O | the OMol25 dataset | ωB97M-V/def2-TZVPD
H -0.448 -1.494 -1.815
C 0.178 0.583 0.912
H 0.195 -1.405 1.781
H 0.425 0.699 -2.596
H 1.136 0.989 1.264
H -0.511 1.434 0.864
H 2.323 0.040 -0.639
C -0.168 0.707 -1.688
H -1.696 -0.657 -0.766
O 1.634 -0.639 -0.643
H -0.779 1.594 -1.540
C 0.405 0.021 -0.480
H -0.233 -0.128 2.938
H -1.407 -0.660 1.734
C -0.713 -0.623 -1.225
C -0.343 -0.460 1.901
```

=====

(10)
Here is C49H55BIN6PS3Sc as an isolated structure from the OMol25 dataset. Energies are from ωB97M-V/def2-TZVPD.

Properties
Total charge ... +3
Highest occupied orbital energy (alpha / beta) ... -15.06 / -14.63 eV
DFT total energy ... -4847.038649 Eh

Structure (XYZ):
```
117
C49H55BIN6PS3Sc | the OMol25 dataset | ωB97M-V/def2-TZVPD
B 0.623 1.506 -0.196
N 0.134 2.448 -1.312
C -1.100 -5.653 3.014
S -0.371 -0.999 -1.814
H -2.708 5.411 -2.495
C -1.043 3.036 -1.508
H -3.160 3.788 -3.059
C -2.384 -5.462 -1.612
H 1.994 4.520 -5.386
C 0.124 -5.872 2.399
C 0.996 3.899 2.447
H 3.625 2.301 -2.596
C 2.716 3.866 -4.860
H 3.756 4.898 2.106
H -3.077 -4.782 2.840
H 3.701 4.116 -5.264
C -7.210 -1.707 0.508
C -6.872 -5.763 1.646
H -1.286 -6.179 3.942
C -3.089 -3.428 -2.735
C 0.099 4.339 -3.264
H 4.776 3.666 -2.977
C -2.839 -5.501 -4.018
C -5.812 -3.699 0.804
C -0.126 1.133 4.858
C -8.247 -2.393 1.174
C 0.384 -5.347 1.129
H 3.744 3.731 -1.518
C 1.286 -0.617 -1.341
H 1.852 6.938 1.119
H 1.495 -2.294 -3.476
H 2.678 6.016 -2.167
H -1.206 0.896 4.903
H -2.915 -6.016 -4.960
H -5.639 -7.551 1.531
C 4.904 0.825 1.842
C 4.934 -0.326 0.892
H 1.012 5.473 4.656
C 3.805 3.406 -2.577
H -7.397 -0.717 0.087
C -1.829 -4.339 1.124
N 2.685 0.447 0.375
I -4.453 -0.651 0.040
C -2.102 -4.888 2.406
H 0.736 3.599 4.583
H 1.293 5.474 0.262
C 0.148 1.819 3.527
C -2.822 -4.148 -1.565
C -3.106 -4.113 -3.934
H 4.338 -1.896 2.347
H 1.364 -5.571 0.686
C 2.904 5.674 -3.172
H 3.327 5.025 3.893
C -4.615 -4.418 0.590
H -7.790 -6.242 2.019
H 4.803 1.825 1.336
C -5.727 -6.490 1.291
H -2.058 -6.059 -0.776
H 6.156 -0.813 -0.918
C 0.799 5.925 3.696
C 5.181 -1.609 1.668
C -0.560 -4.542 0.526
H -0.298 5.925 3.591
C -2.373 -6.131 -2.888
H -3.690 -6.311 0.565
N 0.920 3.315 1.288
C 2.344 -2.465 -2.828
H 7.075 -0.221 0.476
H -2.427 4.923 -4.197
H -8.846 -4.058 2.318
H 6.082 -1.550 2.322
C -4.637 -5.791 0.771
H 5.859 0.810 2.415
C 3.073 5.343 2.868
H 0.424 0.227 4.968
H 3.952 5.958 -3.388
H 3.405 6.429 2.917
S -2.436 2.802 -0.441
C -1.087 3.946 -2.667
C 3.643 -0.397 0.116
C 1.533 5.271 2.520
C 0.017 1.249 2.209
H -9.222 -1.940 1.356
H 0.132 5.085 -4.042
H -0.420 -4.209 -0.507
H 5.235 -2.507 1.029
P -3.092 -3.534 0.089
C -8.062 -3.641 1.715
H 4.111 0.677 2.571
H -2.065 -7.182 -2.957
N 1.521 0.389 -0.464
S -0.777 -0.433 2.068
C -5.988 -2.323 0.436
H -3.132 -2.338 -2.713
Sc -1.654 0.431 -0.053
C 2.380 -1.436 -1.708
H 3.304 -2.588 -3.312
N 0.564 1.994 1.223
C 1.341 3.722 -2.841
H 0.865 -6.485 2.896
C 3.517 -1.319 -0.973
H 1.081 7.015 3.770
C -2.392 4.581 -3.140
N 1.325 2.777 -1.975
H -3.343 -3.605 -4.849
H 0.138 1.862 5.656
H 4.325 -2.042 -1.126
H 2.094 -3.437 -2.263
C 1.213 6.056 1.210
H 2.528 2.782 -5.073
C 2.700 4.139 -3.375
H 0.174 6.388 1.200
H 2.250 6.279 -3.872
H 6.119 0.971 -0.538
C -6.925 -4.389 1.371
C 6.125 -0.060 -0.086
C 0.669 3.129 3.575
```

=====

(11)
Here is one molecule with the formula C2H4N2O2 from the OMol25 dataset. Energies are from ωB97M-V/def2-TZVPD.

Properties
Highest occupied orbital energy ... -10.20 eV
SMILES ... [H]/N=C/OC(N)=O
Relative energy (zero: lowest compared OMol25 entry of this formula, charge and spin) ... 38.4 kcal per mole
DFT total energy ... -338.591927 Eh

Structure (XYZ):
```
10
C2H4N2O2 | the OMol25 dataset | ωB97M-V/def2-TZVPD
N -0.538 1.165 0.189
N 1.412 -0.715 -0.481
C 0.451 -0.728 0.490
H -2.439 0.424 -0.481
H 1.222 -0.175 -1.314
C -1.397 0.303 -0.155
O 0.597 -0.843 1.667
H -0.758 2.127 0.349
O -0.907 -0.939 -0.134
H 2.357 -0.620 -0.132
```

=====

(12)
Here is one molecule with the formula C4H7NO from the OMol25 dataset. Energies are from ωB97M-V/def2-TZVPD.

Properties
Highest occupied orbital energy ... -9.52 eV
SMILES ... C[C@H]1CN=CO1
Relative energy (zero: lowest compared OMol25 entry of this formula, charge and spin) ... 31.5 kcal per mole
DFT total energy ... -286.581426 Eh

Structure (XYZ):
```
13
C4H7NO | the OMol25 dataset | ωB97M-V/def2-TZVPD
C 0.812 -0.943 -0.075
H 1.824 -0.657 0.245
H 0.811 2.184 -0.855
N 0.012 -1.345 1.088
H -0.660 2.029 0.108
O -1.478 -0.319 -0.259
H -1.996 -1.451 1.454
C 0.287 1.549 -0.126
H -0.193 0.155 -1.754
H 0.910 1.517 0.781
C -0.048 0.160 -0.682
C -1.196 -1.068 0.820
H 0.914 -1.810 -0.744
```